C4H7N3O2 in the gas phase at a distorted geometry. Source: the OMol25 dataset; level of theory: ωB97M-V/def2-TZVPD.

The calculation puts the highest occupied orbital energy at -9.82 eV. As for the relative energy (zero: lowest compared OMol25 entry of this formula, charge and spin): 139.9 kcal/mol. The total energy is -471.180068 Eh. The value obtained for the gap between HOMO and LUMO is 0.3890 hartree. The strongest force on any atom is 4.826 eV/A.

```
! wB97M-V def2-TZVPD RIJCOSX def2/J DEFGRID3
* xyz 0 1
N 0.7744 -0.9315 -1.5363
C -0.4757 1.0626 -1.0528
C 0.1344 -0.1337 1.0096
H -1.1451 0.7155 -1.9091
H 2.0315 -0.2608 1.8434
O 0.8216 -0.7148 -2.7588
H -2.2158 0.3159 -0.2317
N -0.9466 0.3506 1.1963
H 0.6192 -0.8155 2.7306
O 1.1420 -1.9680 -1.0425
H -0.0422 2.0297 -1.3074
C -1.5416 1.0170 0.1503
H 1.2859 -1.8449 1.4427
H -2.0323 1.9645 0.4534
C 1.0620 -0.8795 1.7544
N 0.5285 0.0928 -0.7421
*
```